[1]
{"formula": "C39H64CsF4N4O3PSe2", "method": "ωB97M-V with the def2-TZVPD basis set", "charge": -2, "homo_energy_ev": -0.97, "de_lowest_kcal_mol": 43.4, "e_lumo_ev": 3.403, "elements": ["Cs", "Se", "Se", "P", "F", "F", "F", "F", "O", "O", "O", "N", "N", "N", "N", "C", "C", "C", "C", "C", "C", "C", "C", "C", "C", "C", "C", "C", "C", "C", "C", "C", "C", "C", "C", "C", "C", "C", "C", "C", "C", "C", "C", "C", "C", "C", "C", "C", "C", "C", "C", "C", "C", "C", "H", "H", "H", "H", "H", "H", "H", "H", "H", "H", "H", "H", "H", "H", "H", "H", "H", "H", "H", "H", "H", "H", "H", "H", "H", "H", "H", "H", "H", "H", "H", "H", "H", "H", "H", "H", "H", "H", "H", "H", "H", "H", "H", "H", "H", "H", "H", "H", "H", "H", "H", "H", "H", "H", "H", "H", "H", "H", "H", "H", "H", "H", "H", "H"], "positions_angstrom": [[1.593, -0.318, 0.084], [1.575, -0.247, 4.039], [-1.240, -3.535, 1.527], [-1.498, 1.655, 0.723], [7.734, 2.140, -3.043], [2.618, 1.349, -1.441], [6.905, -0.327, -2.745], [3.529, 3.828, -1.754], [-0.155, -5.472, 3.925], [-0.702, 0.406, 0.495], [-0.719, -3.775, 6.100], [-0.343, -1.532, -4.913], [4.169, -0.812, -1.638], [-0.888, 0.528, -3.633], [2.813, -3.271, -1.101], [-3.950, 2.967, 3.584], [-0.634, -0.429, -4.230], [-0.860, -2.684, 3.284], [0.251, -2.886, 5.531], [-2.986, 3.434, -1.071], [-4.189, 1.165, -2.371], [-0.383, 3.077, 1.027], [0.575, -1.404, -6.046], [-4.938, 2.515, -2.393], [-1.933, 1.170, 3.403], [4.902, -2.044, -1.760], [4.719, 0.338, -1.937], [0.448, -3.054, 4.020], [-3.921, 1.966, 4.747], [-2.424, 2.013, -0.812], [3.926, 1.528, -1.786], [6.464, 1.958, -2.607], [2.209, -4.091, -0.068], [0.884, -4.504, 3.739], [-1.415, -2.519, -5.065], [-4.503, 3.434, -1.248], [0.860, 2.628, 1.824], [-2.932, 0.809, 4.492], [1.186, -2.758, -6.369], [4.382, 2.800, -1.966], [6.031, 0.668, -2.425], [5.682, 3.077, -2.375], [4.243, -3.126, -0.906], [1.620, -2.168, 3.549], [0.098, -3.805, -6.588], [1.109, 4.965, 2.817], [-0.819, -3.883, -5.371], [-0.389, 4.719, 2.986], [-1.039, 4.334, 1.659], [-3.923, 2.258, 2.232], [-3.485, 0.926, -1.039], [2.487, -3.761, -2.412], [1.798, 3.809, 2.055], [-2.677, 1.353, 2.076], [-1.706, -2.908, 3.932], [-3.648, 2.499, 5.662], [-4.821, 1.634, 2.157], [-6.018, 2.354, -2.332], [-1.404, 2.085, 3.687], [-1.636, 1.816, -1.548], [2.563, -2.593, 3.904], [-3.089, 3.637, 3.659], [-0.836, -1.607, 3.136], [2.916, -3.104, -3.170], [0.588, 2.159, 2.769], [1.404, -3.772, -2.537], [2.571, -5.138, -0.101], [-2.398, 0.543, 5.405], [1.225, -3.034, 6.024], [-0.252, -4.222, -4.503], [-1.628, -4.598, -5.534], [2.166, 4.161, 1.086], [-4.854, 4.453, -1.433], [-0.061, -1.864, 5.746], [-4.757, 3.021, -3.346], [2.445, -3.683, 0.915], [-3.466, -0.092, 4.177], [-0.550, 3.925, 3.718], [4.761, -4.090, -1.093], [4.399, -2.877, 0.147], [1.695, -4.778, 4.424], [-4.218, 0.921, -0.226], [-4.982, 3.111, -0.320], [6.054, 4.082, -2.497], [-4.928, 1.570, 4.910], [-4.880, 0.346, -2.580], [1.821, -2.660, -7.253], [-3.431, 1.144, -3.156], [-0.877, 5.613, 3.387], [4.966, -2.386, -2.807], [-1.157, 0.414, 3.310], [1.566, 5.100, 3.799], [-0.495, -3.534, -7.471], [-4.839, 3.602, 3.654], [-0.747, -4.558, 5.527], [1.123, -4.093, -0.154], [1.396, 1.850, 1.284], [1.621, -2.235, 2.457], [-1.994, -2.532, -4.143], [-2.082, -2.212, -5.885], [-2.534, 3.826, -1.988], [1.252, 5.907, 2.277], [-0.761, -5.309, 3.158], [-2.708, 4.134, -0.282], [0.026, -1.024, -6.922], [-3.000, -0.052, -1.028], [2.668, 3.454, 2.608], [1.337, -0.673, -5.781], [0.545, -4.780, -6.793], [1.256, -4.569, 2.713], [-2.111, 4.196, 1.813], [-0.040, 3.324, 0.013], [2.864, -4.790, -2.587], [1.824, -3.060, -5.537], [-0.940, 5.177, 0.967], [-3.006, 0.350, 1.771], [-4.003, 2.989, 1.423], [5.941, -1.979, -1.412]], "mulliken_charge": [1.448, -0.465, -0.647, -0.472, -0.359, -0.017, -0.367, -0.349, -0.655, -0.127, -0.641, 0.399, 0.049, -0.545, 1.180, -0.730, 0.195, 0.569, -0.966, -0.624, -0.660, 0.429, -0.925, -0.894, 1.327, -1.075, 0.335, 1.803, -0.841, 0.456, -0.242, 0.231, -1.232, -0.843, -0.897, -0.713, 1.003, -0.876, -0.244, 0.045, 0.394, -0.815, -0.970, -0.742, -0.840, -1.016, -0.399, -0.948, -1.007, -0.544, -1.076, -1.359, -1.003, 0.219, 0.396, 0.395, 0.522, 0.342, -0.674, 0.438, 0.446, -0.013, -1.463, 0.231, -0.301, 0.404, 0.248, 0.336, 0.359, 0.164, 0.343, 0.239, 0.552, 0.253, 0.360, 0.326, 0.408, 0.185, 0.287, 0.421, 0.511, 0.177, 0.133, 0.467, 0.364, 0.454, 0.358, 0.151, 0.524, 0.335, -1.211, 0.362, 0.351, 0.568, 0.502, 0.269, -1.393, -0.588, 0.498, 0.351, 0.454, 0.365, 0.304, 0.025, 0.360, 0.685, 0.501, 0.501, 0.340, 0.119, 0.332, 0.897, 0.231, 0.010, 0.373, 0.922, -0.225, 0.464]}


[2]
{"formula": "C39H65NO15", "method": "ωB97M-V with the def2-TZVPD basis set", "smiles": "c1cc[nH]c1.O=C1CCCO1.O=C1CCCO1.O=C1CCCO1.O=C1CCCO1.O=C1CCCO1.CC(C)=O.CC(C)=O.CC(C)=O.CC(C)=O.CC(C)=O", "homo_energy_ev": -8.29, "e_lumo_ev": 0.040, "elements": ["O", "O", "O", "O", "O", "O", "O", "O", "O", "O", "O", "O", "O", "O", "O", "N", "C", "C", "C", "C", "C", "C", "C", "C", "C", "C", "C", "C", "C", "C", "C", "C", "C", "C", "C", "C", "C", "C", "C", "C", "C", "C", "C", "C", "C", "C", "C", "C", "C", "C", "C", "C", "C", "C", "C", "H", "H", "H", "H", "H", "H", "H", "H", "H", "H", "H", "H", "H", "H", "H", "H", "H", "H", "H", "H", "H", "H", "H", "H", "H", "H", "H", "H", "H", "H", "H", "H", "H", "H", "H", "H", "H", "H", "H", "H", "H", "H", "H", "H", "H", "H", "H", "H", "H", "H", "H", "H", "H", "H", "H", "H", "H", "H", "H", "H", "H", "H", "H", "H", "H"], "positions_angstrom": [[5.622, -5.556, 21.671], [10.195, 3.839, 26.708], [16.663, -0.759, 25.090], [7.154, -3.931, 21.670], [8.967, -0.989, 23.860], [11.328, -3.022, 18.810], [11.798, 2.566, 25.819], [16.016, 4.459, 24.329], [12.298, 3.320, 20.319], [12.359, -3.953, 25.342], [7.431, -0.053, 19.886], [10.734, 4.852, 19.895], [15.541, 2.805, 22.923], [18.678, -1.484, 20.093], [14.527, -4.069, 24.855], [12.458, -1.644, 23.423], [12.632, -0.200, 21.766], [16.427, 2.275, 25.145], [18.315, 0.121, 21.794], [16.882, -1.977, 21.572], [16.187, -0.856, 27.400], [16.379, 4.641, 25.701], [18.427, -1.638, 26.395], [10.681, 3.328, 25.743], [11.817, 4.587, 20.328], [15.437, -4.964, 24.198], [9.499, 1.110, 20.064], [17.050, -1.074, 26.193], [7.229, 2.302, 19.750], [8.165, -3.437, 20.765], [13.229, -5.861, 24.075], [6.857, -5.027, 19.623], [13.558, -2.308, 19.243], [16.944, 3.278, 26.168], [6.433, -4.908, 21.080], [12.641, -4.632, 19.936], [8.274, -4.477, 19.650], [12.874, 5.544, 20.863], [12.405, -3.277, 19.298], [13.816, -0.137, 22.543], [15.912, 3.151, 24.008], [12.153, 2.046, 24.520], [10.214, 3.393, 24.298], [13.685, -1.058, 23.555], [14.185, 4.720, 20.869], [8.730, -1.824, 24.705], [9.691, -2.028, 25.850], [13.648, 3.294, 20.783], [18.016, -1.148, 21.047], [14.553, -5.854, 23.315], [11.803, -1.133, 22.335], [13.263, -4.532, 24.810], [7.481, -2.640, 24.684], [8.002, 1.012, 19.940], [10.876, 2.166, 23.679], [13.699, 2.749, 21.724], [13.672, -4.946, 19.779], [7.080, -2.750, 23.681], [18.829, -1.429, 27.389], [11.950, -5.360, 19.522], [9.128, 3.347, 24.279], [16.666, -2.807, 20.899], [19.122, -1.317, 25.625], [14.767, 5.053, 20.015], [15.533, 5.018, 26.266], [18.031, 3.240, 26.223], [14.689, 4.859, 21.820], [10.645, -1.558, 25.628], [15.951, -5.532, 24.974], [19.132, 0.652, 21.308], [10.274, 1.265, 23.807], [16.141, -4.406, 23.588], [6.730, -2.160, 25.323], [12.968, 2.655, 24.115], [12.869, 6.438, 20.250], [6.729, -6.049, 19.283], [16.443, -1.528, 28.221], [17.212, 5.342, 25.739], [14.266, 2.736, 20.075], [10.846, -1.521, 22.030], [6.320, 2.060, 19.209], [15.135, -1.008, 27.159], [6.191, -4.383, 19.041], [9.286, -1.592, 26.769], [18.591, -0.107, 22.827], [7.825, 3.039, 19.211], [17.096, -2.395, 22.558], [9.099, -3.265, 21.296], [14.458, -2.870, 18.971], [12.077, -2.343, 24.039], [8.604, -3.943, 18.759], [7.010, 2.736, 20.728], [9.829, 1.825, 19.311], [15.592, 1.661, 25.484], [14.464, -5.425, 22.315], [17.463, 0.807, 21.831], [17.170, 1.621, 24.700], [9.859, -3.080, 26.089], [13.410, -1.599, 18.433], [15.987, -1.360, 21.677], [9.006, -5.266, 19.828], [16.625, 3.057, 27.190], [13.648, -1.866, 20.234], [9.977, 0.137, 19.983], [11.129, 2.277, 22.626], [13.277, -6.638, 24.842], [14.313, -1.286, 24.400], [12.445, 0.369, 20.868], [14.934, -6.864, 23.162], [14.625, 0.572, 22.440], [12.322, -5.928, 23.484], [12.482, 1.018, 24.630], [12.541, 5.797, 21.874], [16.307, 0.168, 27.762], [7.599, -3.620, 25.152], [7.822, -2.479, 20.369], [12.434, -4.540, 21.007], [9.767, 1.498, 21.051], [18.358, -2.732, 26.356], [10.538, 4.316, 23.816]], "mulliken_charge": [-0.614, -0.623, -0.203, -0.220, -0.501, -0.561, -0.452, -0.457, -0.263, -0.693, -0.553, -0.619, -0.380, -0.607, -0.180, 1.566, -0.724, 0.798, -0.560, 0.129, -1.202, -0.470, -1.458, 0.402, 0.453, -0.225, 0.200, 0.954, -1.202, 0.212, -0.592, -0.527, -0.687, -0.731, 0.395, -0.833, -0.387, -0.532, 0.771, -0.241, 0.017, 1.026, -0.501, -1.726, -0.239, 0.971, -1.015, 0.454, 0.554, -0.159, -1.083, 0.550, -1.301, 0.529, 1.544, -0.439, 0.432, 0.262, 0.445, 0.364, 0.347, 0.374, 0.315, 0.418, 0.315, 0.379, -0.075, 0.062, 0.296, 0.396, -0.176, 0.117, 0.356, -0.585, 0.357, 0.342, 0.441, 0.282, 0.299, 0.297, 0.382, 0.250, 0.248, 0.430, 0.072, 0.329, -0.002, -0.068, 0.452, 0.059, 0.367, 0.242, 0.430, -0.035, -0.189, -0.002, -0.081, 0.334, 0.339, -0.313, 0.176, 0.274, -0.209, 0.037, -0.831, 0.329, 0.821, 0.465, 0.439, 0.421, 0.308, -0.321, 0.214, 0.247, 0.385, 0.068, -0.088, -0.386, 0.337, 0.246]}